1.
Entry from the OMol25 dataset: one molecule with the formula C12H15N (the ωB97M-V functional and the def2-TZVPD basis).

Geometry as XYZ:
```
28
Properties=species:S:1:pos:R:3:lowdin_charge:R:1
C 2.1450 -0.0056 1.3128 -0.1600
C 1.9996 1.1920 0.4319 -0.1948
C 0.9812 0.7607 -0.6109 -0.3131
C 2.1728 -1.0598 0.1693 -0.2342
C 0.7382 -1.5191 -1.4015 -0.2063
C -0.2527 -1.8732 -0.4276 -0.1789
C -1.0768 -0.7224 -0.0050 -0.1255
C -2.3463 -0.6145 0.6786 -0.0087
C -3.0424 0.6043 0.5811 -0.1129
C -2.4260 1.8680 0.3682 -0.1302
C -1.1995 1.7045 -0.1621 -0.0706
C -0.3723 0.5076 -0.0932 -0.1377
H 1.0450 -0.0045 1.9194 0.1669
H 2.9002 0.1849 2.1425 0.1238
H 3.0385 1.6568 0.3904 0.1450
H 1.5285 2.0171 0.9588 0.0944
H 1.1705 1.3336 -1.4654 0.1415
H 3.2844 -1.3465 0.0542 0.1543
H 1.4603 -1.7933 0.6160 0.0922
H 1.3101 -2.3334 -1.7048 0.0986
H 0.4079 -1.2585 -2.5648 0.1914
H 0.2065 -2.3716 0.3827 0.0965
H -1.0766 -2.4884 -0.8593 0.1510
H -2.8092 -1.4774 1.0232 0.0797
H -4.1905 0.6890 0.7075 0.1225
H -3.1935 2.8194 0.0136 0.1730
H -0.2263 2.5432 -0.1161 0.1739
N 1.6027 -0.4608 -0.9352 -0.1318
```

Values from the calculation:
Total charge   0
F_max   8.2 eV/Å
E_HOMO   -8.499 eV
ΔE to the lowest compared entry with this formula, charge and spin   7.049 eV
Calculated total energy   -520.77832 Ha
Kohn-Sham gap   9.373 eV

2.
Entry from the OMol25 dataset: a 2-piece molecular cluster, C4H12NS overall (the ωB97M-V functional and the def2-TZVPD basis).

Geometry as XYZ:
```
18
Properties=species:S:1:pos:R:3:lowdin_charge:R:1
C -3.2928 0.1692 1.0108 -0.2334
C 0.3898 -0.3919 0.4729 -0.3024
C 1.5475 -0.8411 -1.9922 -0.2500
C 1.1635 1.7325 -1.1590 -0.2377
N -2.3305 -0.2191 0.1181 0.0575
S 1.7955 0.1791 -0.5319 1.0298
H -2.8291 0.0344 2.0733 0.1254
H -4.0147 -0.6518 0.8582 0.0952
H -3.7055 1.2034 0.6612 0.1254
H 0.4126 0.0745 1.5154 0.0895
H 0.5641 -1.5503 0.5541 0.1072
H -0.6315 -0.1005 0.0810 -0.0267
H 1.6127 -1.8661 -1.6977 0.0525
H 2.4290 -0.5062 -2.6086 0.0865
H 0.5350 -0.4992 -2.4291 0.1106
H 1.7767 2.6326 -0.9879 0.0880
H 0.1799 1.8667 -0.7361 0.0625
H 1.0692 1.6476 -2.1709 0.0201
```

Values from the calculation:
Total charge   +1
F_max   2.9 eV/Å
E_HOMO (alpha / beta)   -13.051 / -13.110 eV
ΔE to the lowest compared entry with this formula, charge and spin   5.605 eV
Calculated total energy   -612.09872 Ha
Kohn-Sham gap (alpha / beta)   8.869 / 8.867 eV

3.
Entry from the OMol25 dataset: a 2-piece molecular cluster, HN3O overall (the ωB97M-V functional and the def2-TZVPD basis).

Geometry as XYZ:
```
5
Properties=species:S:1:pos:R:3:lowdin_charge:R:1
N 1.8839 -0.4366 -0.3170 0.2365
N 1.0250 0.3436 -0.2286 -0.3233
N 0.1180 1.0779 -0.1203 0.1962
O -1.5737 -0.5062 -0.1498 -0.0967
H -1.4533 -0.4786 0.8158 -0.0126
```

Values from the calculation:
Total charge   0
F_max   4.7 eV/Å
E_HOMO (alpha / beta)   -11.090 / -11.161 eV
ΔE to the lowest compared entry with this formula, charge and spin   4.810 eV
Calculated total energy   -239.87036 Ha
Kohn-Sham gap (alpha / beta)   6.935 / 7.007 eV

4.
Entry from the OMol25 dataset: C24H32F5GeIrO2S2 as an isolated structure (the ωB97M-V functional and the def2-TZVPD basis).

Geometry as XYZ:
```
67
Properties=species:S:1:pos:R:3:mulliken_spin:R:1
Ir -0.1529 -0.5444 -0.4821 0.1320
F 5.8098 -0.8733 2.7737 0.0000
C 4.5052 -0.7936 2.5509 -0.0006
C 4.0209 -0.6841 1.2606 -0.0053
F 4.8520 -0.6466 0.2223 -0.0002
C 2.6557 -0.6032 1.0647 -0.0154
F 2.2251 -0.4804 -0.2333 0.0198
C 1.7237 -0.6178 2.0856 0.0385
S -0.0164 -0.4869 1.8655 0.0898
C 2.2487 -0.7269 3.3731 0.0007
F 1.4196 -0.7461 4.4152 -0.0016
C 3.6080 -0.8154 3.6099 0.0035
F 4.0623 -0.9201 4.8510 0.0008
C -4.9895 0.2754 -1.3290 0.0046
Ge -3.1761 0.9359 -1.0596 -0.0058
C -3.1095 1.9894 0.5879 0.0133
C -2.5726 1.9460 -2.6176 0.0160
C -1.9680 -0.6171 -0.8202 0.3882
H -5.6491 1.1291 -1.4897 0.0004
H -5.3443 -0.2705 -0.4554 -0.0006
H -5.0606 -0.3740 -2.2013 -0.0013
H -3.3856 3.0270 0.3948 0.0001
H -2.1164 1.9550 1.0339 -0.0005
H -3.8117 1.5821 1.3151 -0.0009
H -3.1488 2.8687 -2.7014 0.0011
H -2.7231 1.3703 -3.5304 0.0047
H -1.5156 2.1925 -2.5300 -0.0049
H -2.4165 -1.6178 -0.8396 0.0500
C 0.8091 5.0388 2.0147 0.0001
C -0.4177 4.7903 1.1437 -0.0007
C -0.1047 4.0323 -0.1430 0.0015
S 0.7235 2.4523 0.2013 0.0196
O 0.0558 1.4800 -0.8122 0.2433
C 2.3837 2.7481 -0.4827 -0.0018
C 2.5228 2.4472 -1.9695 -0.0065
C 1.8608 3.4705 -2.8824 0.0011
H 0.5411 5.6161 2.8979 -0.0001
H 1.5727 5.6023 1.4735 0.0001
H 1.2553 4.1057 2.3667 -0.0002
H -0.8480 5.7483 0.8448 -0.0001
H -1.1889 4.2618 1.7054 -0.0002
H 0.5254 4.6214 -0.8073 0.0002
H -1.0006 3.7298 -0.6867 -0.0020
H 3.0534 2.1312 0.1177 0.0000
H 2.5971 3.7939 -0.2505 -0.0005
H 2.1176 1.4558 -2.1736 0.0073
H 3.5940 2.3908 -2.1721 0.0000
H 0.7755 3.4649 -2.7690 -0.0003
H 2.0769 3.2460 -3.9259 -0.0002
H 2.2243 4.4803 -2.6806 0.0000
C -1.0347 -3.5751 -2.2477 0.0534
C -0.5222 -3.5998 -0.8437 -0.0216
O -0.0089 -2.5955 -0.3237 0.0116
C -0.5383 -4.8379 -0.0608 0.0029
C -0.8859 -6.0584 -0.6455 -0.0001
C -0.8919 -7.2124 0.1171 0.0004
C -0.5606 -7.1501 1.4643 -0.0003
C -0.2214 -5.9384 2.0550 0.0004
C -0.2067 -4.7834 1.2971 0.0009
H -1.0359 -2.5610 -2.6374 -0.0358
H -2.0308 -4.0097 -2.3201 -0.0011
H -0.3654 -4.1854 -2.8595 0.0032
H -1.1434 -6.1136 -1.6944 -0.0001
H -1.1546 -8.1588 -0.3347 0.0001
H -0.5713 -8.0532 2.0603 -0.0001
H 0.0273 -5.8991 3.1066 0.0001
H 0.0413 -3.8292 1.7427 -0.0007
```

Values from the calculation:
Total charge   +1
F_max   0.6 eV/Å
E_HOMO (alpha / beta)   -10.648 / -10.678 eV
ΔE to the lowest compared entry with this formula, charge and spin   0.000 eV
Calculated total energy   -4560.82466 Ha
Kohn-Sham gap (alpha / beta)   7.341 / 6.532 eV
2S+1   2

5.
Entry from the OMol25 dataset: one molecule with the formula C17H20BrN3O2 (the ωB97M-V functional and the def2-TZVPD basis).

Geometry as XYZ:
```
43
Properties=species:S:1:pos:R:3:lowdin_charge:R:1
C -1.7032 3.2328 -2.8381 -0.0868
H -1.2431 3.7507 -1.9907 0.0943
O -2.2574 1.9992 -2.4490 -0.0821
C -1.4347 1.0567 -1.9142 -0.2764
C -2.0488 -0.1263 -1.5015 0.0032
C -1.3045 -1.1330 -0.9265 -0.0317
C 0.0703 -1.0036 -0.7462 -0.1960
C 0.6762 0.1681 -1.1781 -0.0402
C -0.0610 1.1903 -1.7518 -0.0062
H 0.4518 2.0873 -2.0611 0.1079
H 1.7364 0.3165 -1.0508 0.1115
C 0.8431 -2.1249 -0.0756 -0.2833
N 1.6057 -2.9943 -0.9684 -0.2219
C 2.5610 -2.3220 -1.8251 -0.0930
H 3.2279 -1.7051 -1.2292 0.0806
H 2.0846 -1.6977 -2.5947 0.0880
H 3.1606 -3.0835 -2.3232 0.0866
C 0.7424 -3.8575 -1.7491 -0.0982
H 0.1141 -3.3057 -2.4641 0.0890
H 1.3635 -4.5585 -2.3049 0.0833
H 0.0965 -4.4264 -1.0816 0.0850
C 1.7386 -1.5777 1.0549 -0.1166
N 0.9716 -0.6975 1.9063 0.0824
C 1.1501 0.6445 1.8724 -0.4642
O 2.1116 1.1837 1.3653 0.0757
C 0.0523 1.4320 2.5130 -0.1030
C -0.6048 1.0359 3.6718 -0.0616
C -1.6096 1.8553 4.1604 -0.6554
C -1.9302 3.0274 3.4878 -0.1857
N -1.2989 3.3994 2.3919 0.0810
C -0.3344 2.6341 1.9204 -0.0737
H 0.1651 2.9783 1.0261 0.1193
H -2.7101 3.6858 3.8448 0.1047
Br -2.5425 1.3774 5.7463 0.7334
H -0.3287 0.1326 4.1967 0.1123
H 0.0922 -1.0599 2.2423 0.1407
H 2.1391 -2.4130 1.6351 0.1297
H 2.5685 -0.9857 0.6707 0.1094
H 0.1068 -2.7850 0.4046 0.1381
H -1.8030 -2.0372 -0.6043 0.1139
H -3.1142 -0.2268 -1.6355 0.1177
H -2.5372 3.8249 -3.2113 0.0934
H -0.9637 3.1084 -3.6358 0.0951
```

Values from the calculation:
Total charge   0
F_max   0.6 eV/Å
E_HOMO   -8.457 eV
ΔE to the lowest compared entry with this formula, charge and spin   0.000 eV
Calculated total energy   -3548.56024 Ha
Kohn-Sham gap   8.860 eV

6.
Entry from the OMol25 dataset: a 2-piece molecular cluster, C2H3ClN2O2 overall (the ωB97M-V functional and the def2-TZVPD basis).

Geometry as XYZ:
```
10
Properties=species:S:1:pos:R:3:lowdin_charge:R:1
C -0.1699 0.6388 0.4187 -0.3522
C -0.7382 0.6882 -1.9247 -0.7602
N 0.9802 -1.0662 1.4880 0.0490
N 0.3910 -0.4869 0.3157 -0.0333
O -0.5139 1.5117 1.1241 0.1392
O -0.0824 -0.0625 -2.5855 -0.0575
Cl -2.1818 1.5199 -2.3179 0.6253
H 0.3012 -1.5213 2.0589 0.0697
H 1.4076 -0.2893 2.0972 0.1301
H 0.6063 -0.9325 -0.6747 0.1898
```

Values from the calculation:
Total charge   0
F_max   5.2 eV/Å
E_HOMO (alpha / beta)   -8.134 / -8.134 eV
ΔE to the lowest compared entry with this formula, charge and spin   2.818 eV
Calculated total energy   -798.08002 Ha
Kohn-Sham gap (alpha / beta)   8.347 / 8.348 eV